# C30H29FeN10O2PS

C30H29FeN10O2PS as an isolated structure (the ωB97M-V functional and the def2-TZVPD basis, the OMol25 dataset).

Last column: Löwdin charge in e.
Cartesian coordinates (Å):
Fe  -0.0684  -0.2198  -0.0809  0.498
S  2.2185  1.9723  2.5711  0.773
P  1.9588  2.0766  -1.7223  1.176
O  0.0705  -2.0337  -0.8084  -0.128
O  -0.2254  -0.6224  2.0274  -0.087
N  0.8984  0.9455  -4.0710  -0.131
N  3.5744  4.1455  1.7690  0.059
N  1.9157  -0.1448  -0.1241  -0.001
N  0.5271  3.9358  -0.2138  -0.122
N  -1.9443  -0.5301  0.3295  -0.069
N  4.0494  3.2930  3.9061  0.049
N  -0.1765  1.8645  0.0801  0.037
N  3.9819  0.5050  -0.4714  -0.121
N  -2.3392  0.1105  1.5113  0.059
N  -0.1686  0.3312  -2.2411  0.065
C  -0.6185  -3.6906  -2.3016  -0.031
C  -1.6029  -4.3595  -2.9886  -0.111
C  4.3970  5.1167  2.0450  -0.134
C  2.7458  -1.0115  0.5219  -0.086
C  -3.2730  -3.0772  -1.8731  -0.075
C  4.8823  4.3096  4.1938  -0.076
C  2.6719  0.7552  -0.7117  -0.466
C  4.0363  -0.6168  0.3171  -0.050
C  -2.9555  -4.0577  -2.7871  -0.126
C  -2.5365  1.5042  3.9296  -0.047
C  -1.6039  2.0141  6.0888  -0.105
C  0.8505  1.0266  -2.7141  -0.433
C  1.3308  5.0617  -0.6523  -0.043
C  3.3105  3.1906  2.7276  -0.833
C  0.7229  2.6301  -0.5191  -0.474
C  5.1087  1.3018  -0.9137  -0.030
C  5.0867  5.2817  3.2708  -0.058
C  -2.6107  2.1689  5.1437  -0.092
C  -2.7174  -1.4162  -0.1583  -0.063
C  1.8386  1.6093  -4.9539  -0.037
C  -2.2928  -2.3552  -1.1796  -0.170
C  -0.4431  0.5318  4.5936  -0.053
C  -0.1515  0.1585  -4.4621  -0.040
C  -0.9654  2.7084  0.8121  -0.085
C  -1.4470  0.6850  3.6442  -0.154
C  -0.5217  1.1903  5.8121  -0.092
C  -1.3144  -0.0187  2.3324  -0.498
C  -0.8004  -0.2139  -3.3201  -0.074
C  -0.9109  -2.6500  -1.3790  -0.377
C  -0.5342  3.9917  0.6441  -0.044
H  0.4280  -3.9258  -2.4535  0.106
H  5.3556  4.2843  5.1655  0.132
H  4.9413  2.3515  -0.6771  0.077
H  1.6805  1.2418  -5.9644  0.089
H  -0.3273  -0.0766  -5.4972  0.119
H  1.2471  5.2007  -1.7296  0.084
H  2.8627  1.3864  -4.6601  0.081
H  2.3515  -1.8394  1.0849  0.124
H  -4.3138  -2.8449  -1.6698  0.105
H  -3.4615  2.8036  5.3591  0.096
H  -1.6683  2.5302  7.0389  0.094
H  0.2621  1.0592  6.5485  0.095
H  -1.6631  -0.8488  -3.2108  0.111
H  0.3962  -0.1055  4.3489  0.101
H  -3.7086  -1.5310  0.2817  0.128
H  -3.7306  -4.5955  -3.3162  0.086
H  4.9735  -1.0214  0.6568  0.117
H  5.2693  1.1943  -1.9863  0.087
H  1.6902  2.6885  -4.9412  0.087
H  2.3687  4.9016  -0.3700  0.055
H  -3.3251  1.6012  3.1949  0.103
H  5.9989  0.9616  -0.3907  0.089
H  3.8489  2.5782  4.5910  0.131
H  5.7446  6.1158  3.4510  0.100
H  4.5588  5.8428  1.2517  0.112
H  -1.7828  2.3289  1.3966  0.085
H  -0.8832  4.9235  1.0531  0.119
H  0.9635  5.9547  -0.1524  0.090
H  -1.3246  -5.1376  -3.6906  0.094

Calculated values
**Gap between HOMO and LUMO (spin up / spin down)**: 0.2105 / 0.2106 Eh
**Energy above the lowest of the compared OMol25 structures with the same formula, charge and spin**: 15.2 kcal/mol
**E_HOMO (spin up / spin down)**: -6.13 / -6.13 eV
**Maximum force**: 0.87 eV Å⁻¹
**E**: -105088.79056 eV